C3H2AlLiO3 | ωB97M-V with the def2-TZVPD basis set

Calculated values
Gap between HOMO and LUMO (spin up / spin down) (eV): 2.01 / 5.59
Spin multiplicity: 2
HOMO energy (spin up / spin down) (eV): -20.45 / -24.02
Net charge: +3
LUMO level (spin up / spin down) (eV): -18.44 / -18.43

The geometry in XYZ format:
```
10
Properties=species:S:1:pos:R:3:forces:R:3
C 1.0579 0.7566 -1.0802 2.8 -0.2 -1.2
C 0.6114 0.1338 0.1714 -0.7 4.0 -1.3
O -0.0714 -1.0619 -0.0301 -4.3 -2.3 0.7
C -1.1242 -1.3396 0.7800 8.5 6.0 -8.6
O -1.2933 -0.6440 1.7939 -1.8 -0.6 2.2
O 1.9963 1.4993 -1.2106 -1.6 -1.0 0.2
Al -1.6403 -2.4462 1.8577 -3.4 -4.6 5.7
H 1.3813 0.0949 0.9530 -0.6 0.2 0.2
H -0.1504 1.1245 -0.0231 0.8 -1.9 2.4
Li 3.2929 2.2328 -2.3666 0.3 0.3 -0.3
```
Forces are in eV/Å.

---

C15H19IrN2O3S2 | ωB97M-V with the def2-TZVPD basis set

Calculated values
Gap between HOMO and LUMO (spin up / spin down) (eV): 7.91 / 6.49
Spin multiplicity: 2
HOMO energy (spin up / spin down) (eV): -10.55 / -10.29
Net charge: +1
LUMO level (spin up / spin down) (eV): -2.64 / -3.80

The geometry in XYZ format:
```
42
Properties=species:S:1:pos:R:3:forces:R:3
Ir -0.2863 0.2387 -0.5513 0.0 0.0 0.5
O 1.6887 -0.1481 -0.6262 0.2 -0.3 0.1
N 2.4888 0.9453 -0.6290 0.0 0.0 -0.1
C 3.8179 0.6942 -0.5744 -0.1 0.1 0.0
C 4.7060 1.7268 -0.5383 0.0 0.0 0.0
C 4.2205 3.0411 -0.5711 0.0 0.0 0.0
C 2.8722 3.2676 -0.6527 0.0 -0.1 0.0
C 1.9780 2.1871 -0.6859 0.0 -0.1 -0.2
S 0.2718 2.3764 -0.8325 0.0 0.6 0.2
H 4.0770 -0.3530 -0.5630 0.0 0.0 0.0
H 5.7624 1.5121 -0.4855 0.0 0.0 0.0
H 4.9078 3.8749 -0.5339 0.0 0.0 0.0
H 2.4634 4.2672 -0.6927 0.0 0.0 0.0
O -0.5027 0.1050 1.7777 0.2 0.3 0.1
C -1.7321 0.6033 2.2871 -0.1 -0.2 -0.2
C -2.5718 1.1648 1.1640 0.1 0.0 0.0
C -3.7383 1.8291 1.5067 0.0 0.0 0.1
C -4.5070 2.4244 0.5279 0.0 0.0 0.0
C -4.0773 2.3371 -0.7863 0.0 0.0 0.0
C -2.9219 1.6447 -1.0675 0.0 -0.1 0.1
N -2.1741 1.0492 -0.1142 -0.4 -0.4 0.1
H -0.0756 -0.4881 2.4031 0.0 0.0 0.0
H -1.5514 1.3864 3.0257 0.0 0.0 0.0
H -2.2925 -0.2018 2.7697 0.0 0.0 0.0
H -4.0252 1.8793 2.5491 0.0 0.0 0.0
H -5.4115 2.9579 0.7858 0.0 0.0 0.0
H -4.6256 2.7978 -1.5951 0.0 0.0 0.0
H -2.5568 1.5369 -2.0794 0.0 0.0 0.0
S -0.8482 -0.1090 -2.6204 0.3 0.0 -0.6
C -0.0008 -4.3350 -0.6751 0.0 0.0 0.0
C 1.0965 -3.9818 0.3292 0.0 0.0 0.0
C 0.6878 -2.5953 0.8200 -0.1 0.1 0.1
O -0.2685 -2.0771 -0.1410 -0.3 0.2 -0.2
C -0.3331 -2.9871 -1.2720 0.1 -0.1 0.0
H -0.8694 -4.7561 -0.1670 0.0 0.0 0.0
H 0.3324 -5.0388 -1.4354 0.0 0.0 0.0
H 2.0709 -3.9472 -0.1581 0.0 0.0 0.0
H 1.1529 -4.6923 1.1513 0.1 0.0 0.0
H 1.5247 -1.9035 0.8903 0.0 0.0 0.0
H 0.1722 -2.6491 1.7826 0.0 0.0 0.0
H 0.4025 -2.6795 -2.0172 0.0 0.0 0.0
H -1.3243 -2.9046 -1.7049 0.0 0.0 0.0
```
Forces are in eV/Å.

---

C6H12Cl2N3 | ωB97M-V with the def2-TZVPD basis set

Calculated values
Gap between HOMO and LUMO (spin up / spin down) (eV): 7.75 / 7.40
HOMO energy (spin up / spin down) (eV): -12.24 / -11.10
Net charge: +1
LUMO level (spin up / spin down) (eV): -4.49 / -3.70

The geometry in XYZ format:
```
23
Properties=species:S:1:pos:R:3:forces:R:3
C 0.0230 -1.4612 0.7662 0.6 -0.9 0.5
C 1.2047 -0.6219 -1.1180 0.9 1.3 0.6
C -0.9040 0.2559 -0.5902 -1.9 0.0 0.9
C -0.1266 -2.5655 1.7433 -2.8 0.0 3.1
C -0.5637 2.8121 1.4649 -1.4 0.8 -1.9
C 0.4508 1.6158 -2.0205 0.7 -1.5 -2.2
N 1.2147 -1.3095 0.1400 0.0 0.9 -0.1
N 0.3280 0.5932 -1.0359 0.9 -3.2 0.8
N -1.0320 -0.7612 0.3477 1.9 0.1 -0.5
Cl 0.6334 -1.8871 -2.2835 0.4 1.1 -0.2
Cl -2.3573 0.9513 -1.1876 0.5 -0.3 0.3
H 2.2345 -0.1503 -1.2139 -1.2 -1.3 -0.9
H -1.0773 -2.5543 2.4420 1.2 0.8 -1.7
H 0.5685 -2.6746 2.5623 1.1 0.5 -0.3
H -0.2378 -3.5526 1.3632 0.3 -0.7 -1.2
H -1.3609 2.2239 1.8465 -0.4 -0.5 0.8
H -1.0081 3.4653 0.6395 1.5 -0.6 1.2
H 0.4344 2.4211 1.5383 0.3 0.4 -0.2
H 1.4223 1.7185 -2.5539 -0.1 0.1 1.5
H -0.1313 1.2925 -2.8598 -1.0 0.3 -0.6
H 0.0485 2.4273 -1.5325 -0.4 2.5 0.3
H 2.0637 -1.1684 0.6638 0.0 -0.5 0.4
H -1.8274 -1.0705 0.8780 -1.2 0.7 -0.6
```
Forces are in eV/Å.

---

H4O2 | ωB97M-V with the def2-TZVPD basis set

Calculated values
Gap between HOMO and LUMO (eV): 12.20
Structure (SMILES): O.O
HOMO energy (eV): -11.71
Net charge: 0
LUMO level (eV): 0.50

The geometry in XYZ format:
```
6
Properties=species:S:1:pos:R:3:forces:R:3
O -1.9004 -0.0877 -0.0184 -2.8 0.5 0.4
H -1.8820 0.8161 0.2831 -0.3 0.5 0.2
H -1.0177 -0.2642 -0.1564 3.2 -1.0 -0.6
O 1.8510 -0.0556 -0.0883 -0.7 1.1 0.3
H 1.4419 0.8411 -0.1336 0.6 -1.0 -0.1
H 1.8531 -0.2467 0.8601 0.1 -0.1 -0.2
```
Forces are in eV/Å.

---

C4H8O3Tl | ωB97M-V with the def2-TZVPD basis set

Calculated values
Gap between HOMO and LUMO (eV): 6.99
HOMO energy (eV): -22.67
Net charge: +3
LUMO level (eV): -15.67

The geometry in XYZ format:
```
16
Properties=species:S:1:pos:R:3:forces:R:3
H -2.7546 -0.7562 1.0244 0.6 1.5 -2.4
O -0.0604 0.0284 -0.0567 -2.4 -0.2 0.0
C 1.3164 0.5124 -0.0797 2.7 0.9 -0.1
O 1.5149 1.6805 -0.2204 -1.1 -0.7 0.1
Tl 3.4909 3.4444 -0.3952 0.8 0.7 -0.1
O 2.1330 -0.4342 0.0652 -0.2 0.6 -0.1
C 1.7750 -1.8430 0.2037 -0.2 -1.0 0.1
H 1.2344 -2.1599 -0.6922 0.2 0.0 0.1
H 2.7343 -2.3554 0.2915 -0.2 0.1 0.0
H 1.1766 -1.9685 1.1099 0.2 0.0 -0.1
C -1.0151 0.8341 -0.1714 1.7 -0.4 0.4
H -0.7988 1.9039 -0.3099 -0.1 0.0 -0.1
C -2.3872 0.3433 -0.1021 -0.9 -0.1 1.6
H -2.4715 -0.7871 -0.2192 -0.3 -1.1 0.5
H -2.9717 0.9732 0.6010 -0.3 0.0 0.1
H -2.9162 0.5841 -1.0489 -0.5 -0.3 0.0
```
Forces are in eV/Å.

---

C7H9FINO | ωB97M-V with the def2-TZVPD basis set

Calculated values
Gap between HOMO and LUMO (eV): 9.49
Structure (SMILES): CC(C)(C)c1noc(F)c1I
HOMO energy (eV): -9.27
Net charge: 0
LUMO level (eV): 0.22

The geometry in XYZ format:
```
20
Properties=species:S:1:pos:R:3:forces:R:3
C 0.7618 -1.4019 0.0440 -0.1 -2.7 0.2
C 0.0326 -0.2727 -0.6225 -0.6 0.0 0.7
C 0.9104 0.5810 -1.4957 2.8 1.7 -1.9
C -1.0238 -0.8748 -1.5467 -0.1 -1.7 -1.2
C -0.5035 0.4272 0.5981 0.3 1.9 1.2
N -1.7585 0.4070 0.9426 -0.1 0.0 0.0
O -1.8846 1.0324 2.2059 0.4 0.2 -0.5
C -0.6808 1.4744 2.5557 -0.1 -1.5 -0.7
F -0.6186 1.9494 3.7717 0.2 0.3 -0.3
C 0.2769 1.1289 1.6469 -0.4 0.2 0.3
I 2.2832 1.5432 2.1270 -0.6 -0.3 -0.5
H 0.8202 -2.2779 -0.6825 0.7 1.1 1.0
H 1.6695 -1.1602 0.5895 0.5 0.1 -0.6
H 0.1172 -1.7570 0.8707 0.1 -0.2 -0.5
H 0.3996 1.5193 -1.9346 0.5 -1.6 0.7
H 1.9452 0.9736 -1.0891 -2.2 -0.8 -0.1
H 1.2673 -0.0599 -2.3871 -0.7 0.9 1.2
H -0.9415 -0.3515 -2.4814 0.1 -0.2 -0.7
H -1.0161 -2.0053 -1.7291 1.2 1.4 0.1
H -2.0565 -0.8752 -1.3834 -1.7 1.1 1.4
```
Forces are in eV/Å.

---

C36H39MnN4O3P | ωB97M-V with the def2-TZVPD basis set

Calculated values
Gap between HOMO and LUMO (spin up / spin down) (eV): 7.53 / 7.84
Spin multiplicity: 6
HOMO energy (spin up / spin down) (eV): -12.76 / -13.20
Net charge: +2
LUMO level (spin up / spin down) (eV): -5.23 / -5.36

The geometry in XYZ format:
```
84
Properties=species:S:1:pos:R:3:forces:R:3
Mn -0.0107 0.5300 -0.5533 0.0 -0.2 0.0
C 3.6989 -2.6458 -2.9924 0.0 0.0 0.0
N 2.2953 -2.3805 -2.6764 0.0 0.0 0.1
C 1.3031 -3.3163 -3.2050 0.0 0.0 0.0
C 1.9226 -1.3575 -1.9244 0.0 0.0 0.0
O 0.7352 -1.1402 -1.6196 0.0 0.0 -0.1
C 3.0174 -0.4505 -1.3734 0.0 0.0 0.0
O 2.4651 0.7007 -0.7456 -0.1 -0.1 0.1
C 2.7762 1.9371 -1.3639 0.0 0.0 0.0
C 1.6930 2.3150 -2.3685 -0.1 0.0 0.0
O 0.5972 1.7297 -2.2939 0.1 0.0 0.1
N 1.9379 3.2733 -3.2520 0.0 0.0 0.0
C 3.1723 4.0547 -3.2852 0.0 0.0 0.0
C 0.8756 3.7347 -4.1448 0.0 0.0 0.0
H 3.7637 -3.6350 -3.4358 0.0 0.0 0.0
H 4.3177 -2.6443 -2.0958 0.0 0.0 0.0
H 4.0893 -1.9257 -3.7125 0.0 0.0 0.0
H 1.4647 -4.3032 -2.7705 0.0 0.0 0.0
H 1.4111 -3.3815 -4.2868 0.0 0.0 0.0
H 0.3070 -2.9681 -2.9552 0.0 0.0 0.0
H 3.7256 -0.1610 -2.1510 0.0 0.0 0.0
H 3.5666 -1.0173 -0.6165 0.0 0.0 0.0
H 3.7689 1.8945 -1.8095 0.0 0.0 0.0
H 2.7963 2.6961 -0.5782 0.0 0.0 0.0
H 4.0401 3.4538 -3.0296 0.0 0.0 0.0
H 3.1136 4.9114 -2.6119 0.0 0.0 0.0
H 3.3142 4.4224 -4.2985 0.0 0.0 0.0
H 0.0110 3.0890 -4.0449 0.0 0.0 0.0
H 1.2357 3.7097 -5.1721 0.0 0.0 0.0
H 0.6020 4.7597 -3.8914 0.0 0.0 0.0
C -3.6436 2.4660 -2.2351 0.0 0.0 0.0
C -3.6968 3.6441 -1.5087 0.0 0.0 0.0
C -2.8407 3.8167 -0.4317 0.0 -0.1 0.0
C -1.9511 2.8021 -0.1104 0.0 0.0 0.0
N -1.8889 1.6716 -0.8313 0.0 0.0 0.0
C -2.7174 1.5083 -1.8637 0.0 0.0 0.0
C -1.0214 2.8932 1.0509 0.0 0.1 0.0
C -1.2645 3.7456 2.1173 0.0 0.0 0.0
C -0.3870 3.7531 3.1894 0.0 0.0 0.0
C 0.7116 2.9112 3.1670 0.0 0.0 0.0
C 0.8846 2.0890 2.0695 0.0 0.0 0.0
N 0.0445 2.0751 1.0319 0.0 0.2 0.0
H -4.3009 2.2888 -3.0738 0.0 0.0 0.0
H -4.3979 4.4235 -1.7754 0.0 0.0 0.0
H -2.8602 4.7335 0.1389 0.0 0.0 0.0
H -2.6378 0.5712 -2.4014 0.0 0.0 0.0
H -2.1434 4.3730 2.1297 0.0 0.0 0.0
H -0.5673 4.4015 4.0361 0.0 0.0 0.0
H 1.4161 2.8793 3.9854 0.0 0.0 0.0
H 1.7229 1.4043 2.0175 0.0 0.0 0.0
C -2.6976 0.5883 4.9174 0.0 0.0 0.0
C -1.7456 -0.4058 5.0928 0.0 0.0 0.0
C -1.1506 -1.0089 3.9932 0.0 0.0 0.0
C -1.5046 -0.6194 2.7042 0.0 0.0 0.0
C -2.4488 0.3963 2.5371 0.0 0.0 0.0
C -3.0503 0.9893 3.6353 0.0 0.0 0.0
P -0.7396 -1.3110 1.2086 0.0 0.0 -0.1
C -1.9221 -2.5133 0.5199 -0.2 0.1 0.1
C -1.4739 -3.4430 -0.4181 0.0 0.0 0.0
C -2.3672 -4.3146 -1.0203 0.0 0.0 0.0
C -3.7177 -4.2585 -0.7033 0.0 0.0 0.0
C -4.1703 -3.3326 0.2245 0.0 0.0 0.0
C -3.2782 -2.4618 0.8346 0.1 0.0 0.0
C 0.6476 -2.3324 1.7773 0.0 0.0 0.1
C 1.9356 -1.8057 1.7203 0.0 0.1 0.0
C 3.0230 -2.5364 2.1789 0.0 0.0 0.0
C 2.8264 -3.8092 2.6949 0.0 0.0 0.0
C 1.5455 -4.3443 2.7578 0.0 0.0 0.0
C 0.4607 -3.6105 2.3045 0.0 0.0 0.0
H -3.1659 1.0477 5.7776 0.0 0.0 0.0
H -1.4691 -0.7214 6.0899 0.0 0.0 0.0
H -0.4116 -1.7839 4.1498 0.0 0.0 0.0
H -2.7261 0.7174 1.5370 0.0 -0.1 0.0
H -3.7959 1.7609 3.4923 0.0 0.0 0.0
H -0.4197 -3.5011 -0.6625 0.0 0.0 0.0
H -2.0086 -5.0480 -1.7310 0.0 0.0 0.0
H -4.4130 -4.9431 -1.1699 0.0 0.0 0.0
H -5.2193 -3.2964 0.4863 0.0 0.0 0.0
H -3.6423 -1.7647 1.5775 0.0 0.0 0.0
H 2.0856 -0.8045 1.3261 0.0 0.0 0.0
H 4.0195 -2.1141 2.1459 0.0 0.0 0.0
H 3.6693 -4.3830 3.0561 0.0 0.0 0.0
H 1.3924 -5.3342 3.1663 0.0 0.0 0.0
H -0.5350 -4.0344 2.3559 0.0 0.0 0.0
```
Forces are in eV/Å.

---

Number 1: DFT total energy -589.73991 hartree. Number 2: DFT total energy -1818.66161 hartree. Number 3: DFT total energy -1320.07264 hartree. Number 4: DFT total energy -152.86469 hartree. Number 5: DFT total energy -554.04854 hartree. Number 6: DFT total energy -799.58550 hartree. Number 7: DFT total energy -3331.98557 hartree.